Entry 1:
{
  "formula": "C9H10FN5",
  "method": "wB97M-V/def2-TZVPD",
  "e_lumo_ev": 0.6,
  "homo_lumo_gap_ev": 9.85,
  "largest_force_ev_per_a": 4.01,
  "homo_ev": -9.2708,
  "smiles": "Cn1nnnc1NCc1ccccc1F",
  "e_tot_ha": -722.5297,
  "spin_multiplicity": 1,
  "species": ["H", "C", "H", "N", "C", "C", "F", "H", "H", "N", "H", "C", "H", "C", "C", "H", "C", "H", "N", "H", "C", "H", "C", "N", "N"],
  "xyz": [[2.526050, 0.514131, 2.478160], [-2.966977, -1.465590, -0.402416], [-0.841427, -1.869670, -0.621305], [3.167772, 0.048904, 0.500094], [-1.627845, -1.148336, -0.419540], [0.138555, 0.801810, -0.469241], [-2.001243, 2.357381, 0.123307], [-3.195627, -2.518212, -0.406853], [0.028410, 1.739758, -1.109447], [4.426025, 0.302034, 0.210774], [3.552221, -1.063249, 2.224629], [-3.961670, -0.539499, -0.067163], [0.413615, 1.120497, 0.557640], [2.790188, -0.319115, 1.882932], [-3.627612, 0.739523, 0.046585], [-4.361069, 1.565155, 0.218563], [2.406333, 0.156052, -0.615007], [0.994277, -0.499519, -1.875471], [4.510086, 0.428731, -1.034994], [1.790772, -0.832497, 1.727480], [-1.257804, 0.201681, -0.374642], [-4.970248, -0.972338, -0.020202], [-2.325296, 1.103337, -0.124447], [3.308912, 0.338946, -1.587068], [1.083613, -0.189909, -0.842370]],
  "forces_ev_per_angstrom": [[0.6, 0.9, 0.8], [-0.1, -0.8, 1.4], [-0.3, -0.1, 0.2], [-1.9, 0.3, 1.9], [0.9, 1.2, -1.1], [-1.9, 0.9, 0.8], [0.3, 1.6, -0.1], [-0.3, -0.2, -0.3], [0.7, -1.1, 0.6], [1.0, -0.4, 1.5], [-0.8, 1.1, 0.2], [-0.7, -3.8, -1.2], [-0.1, 0.2, -0.5], [-1.2, -2.1, -2.2], [-1.1, 3.5, 0.3], [0.7, -0.9, 0.0], [2.7, -1.0, -1.3], [0.3, 0.8, 2.3], [0.2, 0.4, -1.3], [1.2, 0.1, 0.3], [-1.3, 1.0, 0.6], [0.3, 0.8, 0.2], [1.8, -1.7, 0.1], [-1.6, 0.3, -0.8], [0.8, -0.9, -2.3]]
}

Entry 2:
{
  "formula": "C9H10FeN2O4S",
  "method": "wB97M-V/def2-TZVPD",
  "total_charge": 3,
  "e_lumo_ev": [-12.1, -16.4],
  "homo_lumo_gap_ev": [7.55, 4.67],
  "largest_force_ev_per_a": 9.38,
  "homo_ev": [-19.6317, -21.1177],
  "e_tot_ha": -2419.9340,
  "spin_multiplicity": 6,
  "species": ["C", "C", "H", "H", "C", "O", "H", "C", "O", "Fe", "C", "H", "C", "H", "C", "H", "O", "S", "H", "H", "H", "C", "O", "N", "N", "H", "C"],
  "xyz": [[0.577660, -0.708561, -1.980276], [0.884544, -0.886066, 0.597562], [-3.768658, 0.805550, 2.666849], [-1.228190, 1.253244, 2.433358], [3.492267, -0.469321, -1.617206], [2.847239, 1.816678, 1.369062], [-3.711456, -1.502952, 0.838083], [1.802460, 1.559358, -1.939468], [2.048943, 2.402220, -2.696198], [1.063690, 0.501506, -0.621359], [2.389473, 1.148670, 0.550111], [-2.673580, -0.117411, -1.110580], [-1.668316, 0.771670, 0.465766], [3.232094, -0.571225, -2.695810], [-3.617027, -0.407753, 0.845412], [2.585732, -2.315149, -0.969591], [0.443264, -1.628656, 1.364290], [-0.407072, 1.636926, -0.366035], [-2.861773, -0.714233, 2.880996], [-4.601675, 0.024784, 0.614617], [4.148438, 0.397932, -1.373967], [3.154679, -1.395344, -0.702678], [-0.110287, -1.205407, -2.769967], [-1.851869, 0.794192, 1.790219], [-2.618176, 0.050363, -0.101275], [3.520438, -1.347499, 0.347543], [-3.072840, 0.106484, 2.180543]],
  "forces_ev_per_angstrom": [[-4.0, -3.8, -5.4], [-1.8, -5.4, 4.9], [0.0, 0.1, 0.3], [0.4, 0.4, 0.5], [0.6, 0.6, -0.9], [-1.3, -2.4, -2.8], [-0.1, -0.1, -0.3], [2.8, 6.3, -6.3], [-1.0, -3.6, 3.1], [4.8, -4.4, -0.8], [3.7, 4.3, 5.2], [-0.1, 0.1, 0.1], [1.6, 1.2, -0.7], [0.3, -0.1, 0.9], [0.6, 0.2, 0.5], [0.6, 0.7, 0.1], [1.3, 2.3, -2.3], [-7.7, 5.0, 1.8], [0.0, 0.1, 0.3], [-0.1, -0.1, -0.3], [-0.4, -0.8, -0.1], [-0.1, -1.0, 0.7], [2.7, 1.7, 2.9], [-1.5, -0.9, 0.1], [-1.3, -0.6, 0.1], [-0.1, 0.0, -0.9], [0.2, -0.1, -0.7]]
}

Entry 3:
{
  "formula": "C9H10HgN4",
  "method": "wB97M-V/def2-TZVPD",
  "total_charge": -2,
  "e_lumo_ev": [5.4, 5.7],
  "homo_lumo_gap_ev": [4.86, 4.28],
  "largest_force_ev_per_a": 4.07,
  "homo_ev": [0.5754, 1.3709],
  "e_tot_ha": -721.1016,
  "spin_multiplicity": 1,
  "species": ["H", "C", "H", "H", "H", "H", "C", "H", "C", "C", "C", "N", "H", "N", "H", "C", "H", "C", "C", "H", "N", "Hg", "C", "N"],
  "xyz": [[-2.193147, 0.602491, 2.230698], [0.896686, 2.487380, -2.048738], [1.670094, 1.001652, 2.419044], [-3.459427, -0.733690, 0.776499], [-1.073159, 1.787687, -2.900746], [-3.619881, 0.684620, -0.416711], [-0.153787, 1.571994, -2.333546], [0.984847, 3.509466, -2.459448], [1.100036, -4.621550, 2.048520], [0.212234, 0.286028, -1.783615], [0.621828, -2.912178, 0.581504], [0.954109, -5.372693, 2.941392], [-0.250913, -0.664628, -2.066345], [2.631934, 0.654908, 2.589419], [-2.222837, 2.022947, 1.027451], [1.453601, 0.476893, -1.027983], [2.831691, 2.252061, -0.896128], [-3.056296, 0.195400, 0.365794], [-2.169593, 0.950042, 1.183798], [2.059065, -0.310094, -0.567573], [0.000031, -2.085885, 0.001853], [-0.463528, 0.225978, 0.538347], [1.872976, 1.831893, -1.238424], [1.373439, -3.840722, 1.034936]],
  "forces_ev_per_angstrom": [[-0.2, 0.7, -0.2], [0.3, -0.5, 0.2], [-0.1, 0.2, 0.1], [0.2, 0.1, -0.4], [0.6, -0.2, 0.2], [0.1, -0.1, -0.3], [0.7, -0.7, 0.0], [-0.2, -0.6, 0.5], [-0.3, -0.7, 1.0], [0.2, 1.3, -0.5], [-1.1, 1.2, -1.0], [0.1, 0.8, -1.1], [0.2, 0.4, 0.4], [-0.2, -0.1, -0.1], [0.2, 0.1, 0.3], [-0.1, 0.4, -0.8], [-0.7, -0.2, 0.0], [-1.7, -0.5, 0.0], [-2.0, 0.8, 2.2], [-0.3, 0.4, -0.2], [0.7, -1.3, 1.2], [3.7, -0.9, -1.4], [-0.5, -0.1, -0.4], [0.5, -0.5, 0.2]]
}

Entry 4:
{
  "formula": "C9H10IrN8OS2",
  "method": "wB97M-V/def2-TZVPD",
  "total_charge": 1,
  "e_lumo_ev": -4.1,
  "homo_lumo_gap_ev": 7.27,
  "largest_force_ev_per_a": 1.52,
  "homo_ev": -11.3973,
  "e_tot_ha": -1762.6499,
  "spin_multiplicity": 1,
  "species": ["N", "C", "H", "Ir", "C", "H", "N", "H", "H", "C", "H", "C", "S", "H", "H", "C", "N", "C", "O", "C", "N", "C", "H", "N", "H", "N", "N", "C", "S", "H", "N"],
  "xyz": [[2.448081, -2.282329, 3.890540], [-0.060290, 3.449075, -0.976127], [-2.030221, 4.012067, -0.264787], [-0.013199, -1.005064, 0.514704], [-1.637044, -1.302320, -3.288409], [-0.555541, 5.425684, -1.650933], [-0.417874, 1.197639, 0.539890], [1.179290, 5.026307, -1.674512], [-2.283477, 1.914246, 1.068891], [-3.287516, -2.569033, -1.912791], [0.783287, -3.699069, 0.495888], [1.732442, -2.138367, 2.781432], [1.795628, 0.171966, -0.087445], [2.212627, -1.732889, 4.700929], [2.972776, -3.348218, 1.684149], [-1.389199, 2.116605, 0.493049], [-1.223641, -0.968522, -4.305366], [-1.247169, 3.268962, -0.246374], [-1.945549, -1.734461, 0.216755], [-2.130379, -1.730961, -2.011597], [-4.199160, -3.262155, -1.842996], [0.673370, 1.477309, -0.182871], [0.106922, 4.345749, -2.887822], [0.908802, 2.526058, -0.938182], [1.924143, -2.768170, -0.282741], [1.318949, -2.832384, 0.532972], [-1.512623, -1.317288, -0.957808], [0.174272, 4.641985, -1.839526], [0.361288, -1.151095, 2.775041], [3.220747, -2.923959, 3.965740], [2.120244, -2.807379, 1.690319]],
  "forces_ev_per_angstrom": [[0.1, -0.1, 0.0], [0.1, -0.1, 0.0], [0.0, 0.0, 0.0], [0.0, 0.5, 1.4], [0.0, -0.1, 0.0], [0.0, 0.0, 0.0], [-0.3, -1.2, -0.6], [0.0, 0.0, 0.0], [0.0, 0.0, -0.1], [0.0, 0.0, 0.0], [0.1, -0.1, 0.0], [0.0, 0.2, 0.3], [1.5, 0.3, -0.3], [0.0, 0.0, 0.0], [-0.1, -0.1, -0.1], [-0.7, 0.0, 0.1], [0.0, 0.0, 0.0], [0.2, -0.1, 0.1], [-0.2, 0.1, -0.4], [0.2, 0.5, -0.3], [0.0, 0.0, 0.0], [1.1, -0.1, -0.3], [0.0, 0.0, 0.0], [-0.5, 0.6, 0.2], [-0.1, 0.1, 0.0], [-1.2, 0.6, -0.2], [-0.4, -1.2, 0.5], [-0.1, 0.0, 0.0], [0.2, 0.3, -0.3], [0.0, 0.0, 0.0], [0.2, -0.1, -0.2]]
}

Entry 5:
{
  "formula": "C9H10N2",
  "method": "wB97M-V/def2-TZVPD",
  "e_lumo_ev": 0.7,
  "homo_lumo_gap_ev": 9.55,
  "largest_force_ev_per_a": 5.08,
  "homo_ev": -8.8552,
  "smiles": "NC1=NCCc2ccccc21",
  "e_tot_ha": -458.4112,
  "spin_multiplicity": 1,
  "species": ["C", "C", "C", "C", "H", "H", "H", "C", "H", "H", "N", "C", "H", "H", "C", "C", "H", "H", "N", "C", "H"],
  "xyz": [[1.278984, 1.049687, -0.087943], [-0.463599, -1.834487, -1.850040], [-1.597696, -1.371715, 0.202400], [-0.950501, 0.693097, 1.657798], [3.203973, 1.557060, -0.497713], [-0.660277, 2.611968, 0.584867], [-2.131695, -3.019355, -1.140410], [0.252095, -0.048209, -0.500430], [-2.111522, 0.775996, 1.747266], [3.115880, -0.064391, -0.728582], [2.549148, 0.889202, -0.842344], [-0.143861, 1.998588, 1.404624], [-0.227439, -2.428931, -2.609982], [-0.115984, 2.652415, 2.369007], [-1.483278, -2.123842, -0.954808], [-0.738605, -0.334237, 0.496396], [-0.474437, 0.190553, 2.644892], [1.354793, -0.594700, -2.141812], [1.198896, 1.962215, 0.796711], [0.487140, -0.867060, -1.533537], [-2.342015, -1.693853, 0.983639]],
  "forces_ev_per_angstrom": [[2.1, -2.0, -1.2], [0.1, 1.5, 3.2], [-1.1, -0.7, 1.9], [0.8, -2.3, 0.9], [0.3, 0.8, 0.3], [-0.1, -0.6, 1.5], [0.5, 1.1, 0.2], [0.6, 2.3, 4.5], [2.3, 0.4, 0.2], [-2.3, 2.4, -0.2], [0.1, -2.1, 0.9], [-1.6, 2.6, -0.3], [0.4, -2.5, -3.3], [0.0, -1.2, -1.8], [-0.1, -0.9, -0.7], [0.1, 1.8, -1.2], [-1.4, 1.0, -2.0], [-0.5, -0.6, -0.2], [-0.7, -1.9, -0.1], [-0.2, 0.1, -1.8], [0.6, 0.5, -0.9]]
}